# 1
Computed, not measured: a 2-piece molecular cluster, C3H7ClOSi overall at a distorted geometry, with wB97M-V/def2-TZVPD.

Calculated values
**HOMO-LUMO gap**: 9.7 eV
**LUMO level**: 0.57 eV
**Charge**: 0
**Structure (SMILES)**: O=C1C[C@@H]1[SiH3].Cl

Geometry (Å):
O -2.12 -0.53 -0.46
C -1.15 -0.09 0.07
C -0.60 0.70 1.18
C 0.29 0.12 0.06
Si 1.07 1.26 -1.23
H -0.55 0.25 2.16
H -0.77 1.76 1.21
H 0.89 -0.74 0.33
H 1.38 0.47 -2.42
H 2.29 1.83 -0.65
H 0.12 2.33 -1.54
Cl -0.97 -3.59 0.33
H 0.13 -3.77 0.96



# 2
Computed, not measured: a 13-piece molecular cluster, C19H64N6O13 overall at a distorted geometry, with wB97M-V/def2-TZVPD.

Calculated values
**HOMO-LUMO gap**: 8.9 eV
**LUMO level**: 0.03 eV
**Charge**: 0

Geometry (Å):
C -3.71 2.62 1.83
C -2.69 1.84 1.05
O -3.38 0.88 0.24
H -3.21 3.55 2.13
H -3.95 2.12 2.77
H -4.60 2.84 1.23
H -2.07 1.32 1.73
H -2.05 2.48 0.45
H -3.89 1.29 -0.42
C -0.45 -2.23 -2.99
C 0.95 -2.68 -2.70
O 0.95 -4.01 -2.28
H -0.47 -1.21 -3.29
H -1.08 -2.38 -2.14
H -1.03 -2.69 -3.79
H 1.45 -2.10 -1.90
H 1.60 -2.67 -3.57
H 1.82 -4.19 -2.10
C 0.19 2.53 2.52
C -0.14 4.04 2.54
O -0.38 4.30 3.93
H 0.23 2.05 1.53
H -0.47 1.93 3.21
H 1.22 2.37 2.80
H -0.94 4.21 1.88
H 0.73 4.64 2.36
H -0.47 5.25 4.11
C 4.80 0.84 0.17
C 3.85 1.69 1.00
O 2.58 1.29 0.58
H 4.69 1.11 -0.82
H 4.51 -0.21 0.29
H 5.88 0.91 0.29
H 4.04 2.73 0.76
H 3.94 1.59 2.10
H 2.46 0.44 1.07
C 0.83 -4.28 3.08
C -0.04 -4.22 1.80
O 0.75 -3.70 0.72
H 0.41 -4.72 3.94
H 1.06 -3.28 3.37
H 1.79 -4.76 2.87
H -0.93 -3.48 1.89
H -0.48 -5.14 1.50
H 0.20 -3.66 -0.07
C 2.22 0.78 -2.94
C 3.30 -0.05 -3.70
O 4.54 0.04 -3.07
H 2.48 0.80 -1.88
H 1.25 0.32 -3.09
H 2.21 1.82 -3.21
H 3.47 0.29 -4.75
H 3.08 -1.12 -3.77
H 4.87 0.94 -3.06
C -3.60 -2.35 1.28
O -3.73 -3.56 1.98
N -4.13 -1.23 1.68
N -2.80 -2.13 0.23
H -4.78 -1.20 2.50
H -3.96 -0.27 1.24
H -2.45 -2.95 -0.28
H -2.80 -1.27 -0.31
C 3.19 -1.73 2.00
O 4.18 -1.48 2.92
N 2.20 -0.93 1.93
N 3.25 -2.67 1.14
H 2.09 -0.31 2.76
H 1.38 -1.18 1.36
H 3.98 -3.30 1.36
H 2.37 -3.07 0.76
C 0.73 3.69 -1.54
O -0.30 2.69 -1.70
N 0.73 4.78 -2.20
N 1.80 3.54 -0.81
H 0.13 5.06 -2.96
H 1.39 5.58 -1.99
H 1.98 2.61 -0.42
H 2.57 4.16 -0.61
C -0.19 -0.22 -0.21
O -0.43 -1.05 0.87
H -0.29 0.85 -0.02
H -0.91 -0.48 -0.95
H 0.80 -0.38 -0.52
H -1.36 -1.42 0.83
C -0.45 2.19 -4.70
O -1.13 1.37 -3.83
H -1.10 2.45 -5.49
H 0.48 1.69 -4.99
H -0.29 3.19 -4.33
H -0.89 1.65 -2.96
C -4.08 -2.06 -2.90
O -3.16 -1.14 -2.43
H -4.57 -2.55 -2.06
H -3.51 -2.70 -3.52
H -4.87 -1.64 -3.42
H -3.12 -0.43 -3.06
C -2.71 -0.92 4.87
O -2.55 0.01 3.90
H -2.01 -1.70 4.67
H -3.68 -1.38 4.85
H -2.63 -0.56 5.88
H -2.68 -0.37 3.01



# 3
Computed, not measured: C9H4F5NO3S5Tc as an isolated structure, with wB97M-V/def2-TZVPD.

Calculated values
**HOMO-LUMO gap (alpha / beta)**: 6.7 / 6.6 eV
**2S+1**: 2
**LUMO level (alpha / beta)**: -2.09 / -2.66 eV
**Charge**: 0

Geometry (Å):
Tc -1.77 -0.53 -0.73
S -3.22 -2.06 0.11
S -2.32 -4.97 -2.14
S -0.37 -2.90 -2.94
S -0.35 -0.95 -2.61
F -3.07 0.63 -1.43
C -2.15 -2.37 -1.11
F -4.67 -1.91 -0.57
C -1.72 -3.39 -1.93
F -0.88 -5.27 -3.16
F -3.65 -4.56 -1.10
F 0.83 -3.49 -2.04
O -0.13 -0.78 0.64
C 0.24 0.41 0.49
N -0.40 1.11 -0.44
S 0.00 2.73 -0.41
O 0.60 3.09 -1.65
O -1.09 3.49 0.10
C 1.24 2.49 0.84
C 2.08 3.43 1.39
C 2.96 3.00 2.38
C 2.98 1.67 2.80
C 2.12 0.73 2.23
C 1.25 1.17 1.25
H 2.06 4.46 1.07
H 3.64 3.70 2.84
H 3.67 1.37 3.57
H 2.12 -0.30 2.55



# 4
Computed, not measured: a 2-piece molecular cluster, C4H9O3S2 overall at a distorted geometry, with wB97M-V/def2-TZVPD.

Calculated values
**HOMO-LUMO gap**: 8.1 eV
**LUMO level**: 3.27 eV
**Charge**: -1

Geometry (Å):
C 1.48 0.88 1.33
C 0.92 -1.18 -1.93
C 0.01 0.35 1.20
C -0.78 0.73 0.07
O -2.68 0.15 1.47
O -3.19 0.50 -0.96
O -1.92 -1.59 -0.12
S -0.41 1.88 -1.01
S -2.30 -0.22 0.12
H 1.64 0.60 2.35
H 2.34 0.56 0.67
H 1.33 1.94 1.10
H 1.04 -2.29 -2.07
H 1.79 -0.95 -1.55
H 0.40 -0.67 -1.16
H 0.09 -0.74 1.28
H -0.65 0.71 2.03
H 0.91 -0.65 -2.82



no.,total energy (eV)
1,-25669.9531
2,-56294.3043
3,-86989.5668
4,-32106.4157